60
Properties=species:S:1:pos:R:3:forces:R:3 method="wB97M-V/def2-TZVPD" largest_force_ha_per_bohr=0.0547 charge=+3 gap_ev=1.415
Sn 1.68710 0.04371 -0.42063 -1.149 -1.090 -0.274
Cl 2.32190 5.38151 0.15717 0.686 -0.515 -0.032
C 3.67720 4.37691 0.05067 0.354 2.286 0.136
C 4.95890 4.89691 0.08017 -1.267 0.564 0.193
C 6.08980 4.08561 -0.01833 0.835 -0.117 -0.098
Cl 7.62010 4.78171 0.06417 -0.948 -0.306 -0.026
C 5.94560 2.66441 -0.21483 -0.158 -0.942 -0.138
C 7.02930 1.79131 -0.40453 -0.235 0.183 0.011
C 6.78330 0.44721 -0.60763 -0.253 -0.085 -0.001
C 5.46210 -0.00389 -0.61973 0.580 -0.146 -0.043
N 4.42590 0.80001 -0.43763 -0.333 1.063 0.249
C 4.64870 2.10621 -0.24273 1.093 -0.936 -0.194
C 3.45360 2.94281 -0.08013 -2.123 -1.841 -0.091
O 2.31650 2.44481 -0.06853 1.836 1.354 0.217
H 5.09190 5.96371 0.19837 -0.030 0.067 -0.006
H 8.03970 2.16851 -0.41023 0.132 0.026 0.035
H 7.59470 -0.24829 -0.75893 0.059 -0.039 -0.031
H 5.22810 -1.04869 -0.78423 0.056 -0.047 -0.015
C -1.52310 1.79071 1.65707 0.048 0.117 0.107
C -1.69360 1.41611 0.23567 -0.258 0.144 0.171
N -0.79700 0.76091 -0.48403 0.974 -0.238 0.301
C -1.31930 0.63981 -1.74903 -0.152 -0.005 -0.444
C -2.53730 1.23851 -1.79013 0.303 -0.148 -0.198
N -2.76960 1.72261 -0.52593 0.946 -0.435 -0.052
C -3.97660 2.40881 -0.11643 -1.070 0.394 0.146
N -5.14470 1.67291 -0.50673 0.629 -1.265 1.177
N -5.97230 2.14321 -1.43943 0.493 1.782 -0.959
N -6.88180 1.32801 -1.67163 -2.031 0.058 -1.247
C -6.76480 0.22141 -0.89703 1.872 -0.064 1.371
C -7.50370 -0.95289 -0.78013 -0.053 -0.022 0.050
C -7.01510 -1.92809 0.06857 -0.250 0.272 -0.075
C -5.85680 -1.72449 0.82777 0.249 0.129 -0.171
C -5.11520 -0.56149 0.73397 0.199 0.009 0.096
C -5.58460 0.42421 -0.12473 -0.660 -0.529 -0.269
H -0.59510 1.35131 2.02187 -0.080 0.016 0.094
H -2.34490 1.44131 2.28057 0.005 -0.058 0.029
H -1.46080 2.87331 1.76477 0.005 0.044 0.080
H -0.78940 0.12071 -2.53393 -0.128 0.051 -0.072
H -3.23200 1.37201 -2.59583 -0.207 -0.038 -0.079
H -4.05430 3.38651 -0.61023 0.055 -0.250 0.122
H -3.95510 2.55451 0.96947 0.080 -0.069 -0.218
H -8.44050 -1.06989 -1.30373 0.044 -0.090 -0.188
H -7.54130 -2.86469 0.16167 -0.118 -0.041 0.064
H -5.52780 -2.50689 1.49317 0.061 -0.090 0.066
H -4.18860 -0.44619 1.27567 0.056 0.018 0.251
C -0.75960 -5.35389 0.44167 -0.039 0.159 -0.055
C -0.11610 -4.34699 -0.51153 -0.317 -0.301 -0.095
C 1.10730 -3.73709 0.05127 -0.005 0.218 -0.052
N 1.41260 -2.48419 -0.03343 -0.546 0.087 -0.356
N 2.59770 -2.14999 0.54567 0.631 0.539 0.398
C 3.19770 -3.17879 1.09977 -0.496 -0.317 -0.231
N 4.37880 -3.12239 1.70917 0.421 0.076 0.207
S 2.30370 -4.66599 0.90907 0.101 0.619 -0.057
H -1.60830 -5.82719 -0.04453 -0.011 -0.046 0.033
H -1.10520 -4.86699 1.35067 -0.035 -0.005 0.077
H -0.04950 -6.13039 0.71467 -0.006 -0.194 0.038
H -0.81140 -3.54299 -0.76053 0.080 -0.028 -0.059
H 0.15090 -4.86569 -1.43753 0.009 0.119 -0.034
H 4.79980 -2.22389 1.88307 -0.049 -0.130 0.112
H 4.71230 -3.91029 2.23867 0.112 0.032 0.028